Here is a molecular structure, C15H12F4N4O4PdS2 in a non-equilibrium geometry from the OMol25 dataset. Energies are from ωB97M-V/def2-TZVPD.

Cartesian coordinates (Å):
1 Pd 0.56393 0.25414 0.80847
2 C -0.70461 0.88030 4.21166
3 C 0.68667 1.30683 3.93722
4 N 1.15329 1.49098 2.75513
5 C 2.47108 1.84362 2.72301
6 C 3.04635 1.96261 3.95842
7 S 1.90437 1.58355 5.21510
8 C 3.09421 1.98269 1.42258
9 C 4.41020 2.21863 1.13102
10 S 4.68592 2.17048 -0.58636
11 C 2.94353 1.85251 -0.79004
12 N 2.30659 1.79835 0.32540
13 C 2.28962 1.57492 -2.08858
14 H -1.08726 0.44554 3.28209
15 H -1.33141 1.73251 4.48566
16 H -0.75186 0.14131 5.01060
17 H 4.05379 2.22143 4.21691
18 H 5.22965 2.40474 1.79493
19 H 3.00594 1.47066 -2.90027
20 H 1.58420 2.37494 -2.32151
21 H 1.70269 0.65354 -1.97149
22 F 1.46004 -2.33593 1.75632
23 C 1.32323 -1.58394 0.59870
24 F 2.61199 -1.59420 0.08027
25 F 0.64811 -2.44065 -0.24387
26 F -1.63476 -0.71201 -5.11326
27 C -2.23957 -1.38357 -4.09100
28 C -2.47929 -0.72133 -2.91969
29 N -3.11810 -1.33149 -1.87380
30 C -3.28791 -0.63077 -0.62085
31 C -1.99195 0.08841 -0.07209
32 O -1.94593 0.15202 1.16429
33 O -1.20661 0.57418 -0.89874
34 C -3.55267 -2.62826 -1.97213
35 O -4.20042 -3.19683 -1.10986
36 N -3.25845 -3.25693 -3.16177
37 C -2.61271 -2.73763 -4.30321
38 O -2.47464 -3.44759 -5.29653
39 H -2.10393 0.27223 -2.73841
40 H -3.60336 -1.36104 0.12514
41 H -4.06125 0.14184 -0.71678
42 H -3.52874 -4.23078 -3.21268

Atoms 1-6, force components in eV/Å:
Pd 1.006 0.374 0.461
C -0.116 -0.034 -0.159
C 0.472 0.281 0.668
N -0.687 -0.155 -0.400
C 0.350 0.101 1.353
C -0.462 -0.045 -0.106

Computed properties:
ΔE to the lowest compared entry with this formula, charge and spin: 58.05 kcal per mole
E_HOMO (alpha / beta): 1.66 / 1.66 eV
Charge: -2
Energy: -65920.602 eV
Multiplicity: 1